Entry 1:
Computed, not measured: an isolated molecule of C5H7N3 in a non-equilibrium geometry, with the ωB97M-V functional and the def2-TZVPD basis.

Computed properties:
2S+1   1
Relative energy (zero: lowest compared OMol25 entry of this formula, charge and spin)   322.02 kJ/mol
Electronic energy   -358.89572 hartree

Positions of all 15 atoms, in Å:
C 3.182 0.102 0.054
N 1.976 0.423 -0.026
N 1.078 -0.851 -0.067
C -0.121 -0.444 0.055
C -1.426 -1.241 0.010
C -2.470 -0.094 -0.009
C -1.928 1.108 -0.008
N -0.473 0.927 0.017
H 3.444 -0.924 -0.179
H 3.877 0.842 0.136
H -1.597 -1.792 0.955
H -1.521 -1.817 -0.833
H -3.557 -0.286 -0.018
H -2.260 2.107 -0.039
H 0.126 1.787 -0.113



Entry 2:
Computed, not measured: a cluster of 2 separate species, C5H14NO in total in a non-equilibrium geometry, with the ωB97M-V functional and the def2-TZVPD basis.

Computed properties:
2S+1   1
Relative energy (zero: lowest compared OMol25 entry of this formula, charge and spin)   163.32 kJ/mol
Electronic energy   -328.62403 hartree
Net charge   +1

Positions of all 21 atoms, in Å:
C 1.638 1.347 1.906
C 0.811 0.155 1.388
C 1.213 -0.353 -0.031
C 0.670 0.609 -1.068
C -1.605 -0.064 -1.430
N -0.433 0.006 -1.908
H 1.713 2.081 1.118
H 1.201 1.802 2.786
H 2.681 0.993 1.958
H 0.876 -0.616 2.142
H -0.244 0.470 1.298
H 2.295 -0.482 -0.122
H 0.805 -1.358 -0.110
H 0.262 1.535 -0.661
H 1.443 0.982 -1.750
H -2.463 -0.423 -1.977
H -1.819 0.379 -0.464
H -0.149 -0.406 -2.785
H -3.650 -2.204 -0.506
H -2.532 -2.250 0.581
O -2.711 -2.201 -0.364



Entry 3:
Computed, not measured: an isolated molecule of C4H11NO2, with the ωB97M-V functional and the def2-TZVPD basis.

Computed properties:
2S+1   1
Relative energy (zero: lowest compared OMol25 entry of this formula, charge and spin)   125.15 kJ/mol
Electronic energy   -364.22051 hartree

Positions of all 18 atoms, in Å:
N -0.670 1.318 0.401
C 0.231 0.300 -0.219
C 1.691 0.630 0.050
O 2.179 1.633 -0.847
C -0.140 -1.099 0.279
C -1.540 -1.532 -0.162
O -2.540 -0.759 0.490
H -0.994 1.962 -0.317
H -0.157 1.864 1.074
H 0.049 0.430 -1.273
H 2.321 -0.255 -0.012
H 1.771 1.034 1.073
H 2.942 1.278 -1.317
H -0.200 -1.088 1.376
H 0.609 -1.787 -0.105
H -1.713 -2.544 0.190
H -1.642 -1.528 -1.254
H -2.196 0.143 0.572



Entry 4:
Computed, not measured: an isolated molecule of C21H20ClN3O4, with the ωB97M-V functional and the def2-TZVPD basis.

Computed properties:
2S+1   1
Relative energy (zero: lowest compared OMol25 entry of this formula, charge and spin)   92.94 kJ/mol
Electronic energy   -1737.70302 hartree

Positions of all 49 atoms, in Å:
C -1.019 -2.025 0.083
C -0.806 -1.342 1.192
C -0.893 0.157 1.336
N -1.278 0.879 0.142
C -2.568 0.943 -0.341
O -2.865 1.693 -1.248
N -3.446 0.111 0.306
C -4.814 -0.028 0.070
C -5.550 0.870 -0.698
C -6.909 0.685 -0.870
C -7.542 -0.393 -0.273
Cl -9.243 -0.621 -0.488
C -6.823 -1.295 0.495
C -5.465 -1.109 0.664
C -0.262 1.608 -0.587
C 0.402 2.731 0.209
C 1.834 2.286 0.416
O 2.673 2.825 1.084
N 2.028 1.131 -0.328
C 3.279 0.458 -0.412
C 4.012 0.209 0.736
C 5.229 -0.445 0.659
C 5.717 -0.866 -0.574
O 6.892 -1.520 -0.764
C 7.696 -1.807 0.355
C 4.967 -0.614 -1.725
C 3.762 0.046 -1.649
C 0.891 0.678 -0.970
O 0.827 -0.293 -1.671
H -0.924 -3.096 0.057
H -1.267 -1.545 -0.848
H -0.535 -1.844 2.112
H 0.090 0.523 1.650
H -1.589 0.403 2.151
H -3.048 -0.625 0.871
H -5.053 1.702 -1.167
H -7.477 1.380 -1.467
H -7.320 -2.133 0.956
H -4.901 -1.812 1.261
H -0.761 1.974 -1.492
H 0.408 3.674 -0.339
H -0.083 2.918 1.168
H 3.642 0.535 1.696
H 5.781 -0.621 1.568
H 7.178 -2.459 1.065
H 8.016 -0.893 0.865
H 8.570 -2.324 -0.036
H 5.358 -0.945 -2.674
H 3.189 0.235 -2.543



Entry 5:
Computed, not measured: an isolated molecule of CH4N2P2 in a non-equilibrium geometry, with the ωB97M-V functional and the def2-TZVPD basis.

Computed properties:
2S+1   1
Relative energy (zero: lowest compared OMol25 entry of this formula, charge and spin)   110.26 kJ/mol
Electronic energy   -832.64285 hartree

Positions of all 9 atoms, in Å:
H 0.355 -2.233 -1.090
N 0.737 -1.876 -0.219
C 0.753 -0.579 -0.247
P 1.842 0.592 0.599
P 0.207 1.068 -0.846
N -1.257 0.970 0.046
H 0.918 0.352 1.655
H -1.934 1.670 0.128
H -1.621 0.036 -0.026



Entry 6:
Computed, not measured: a cluster of 11 separate species, C33H69BNO22S5 in total in a non-equilibrium geometry, with the ωB97M-V functional and the def2-TZVPD basis.

Computed properties:
2S+1   1
Electronic energy   -5024.88573 hartree
Net charge   -1

Positions of all 131 atoms, in Å:
O -31.688 26.493 23.182
C -32.037 27.350 22.426
O -31.946 27.342 21.105
B -32.515 28.570 20.582
O -32.693 29.457 21.760
C -32.571 28.739 22.862
O -32.792 29.067 23.990
O -33.795 28.354 19.869
C -33.810 29.047 18.751
O -34.739 29.197 18.005
C -32.377 29.615 18.556
O -31.663 29.260 19.594
O -32.037 30.245 17.596
C -30.203 23.624 22.061
S -31.394 22.407 22.661
O -31.498 21.355 21.603
C -30.321 21.749 23.948
H -30.143 24.490 22.719
H -30.572 23.975 21.096
H -29.222 23.180 21.890
H -30.113 22.501 24.711
H -29.359 21.487 23.498
H -30.744 20.851 24.389
C -31.562 32.435 21.402
S -30.774 33.998 21.850
O -29.389 33.647 22.275
C -30.701 34.776 20.209
H -31.628 31.821 22.292
H -31.071 31.920 20.573
H -32.560 32.648 21.001
H -30.389 34.058 19.451
H -30.004 35.604 20.306
H -31.697 35.117 19.920
C -29.369 26.399 25.670
S -29.190 28.079 26.267
O -27.755 28.261 26.654
C -29.514 28.982 24.719
H -28.654 26.180 24.879
H -30.388 26.194 25.338
H -29.236 25.764 26.546
H -28.781 29.754 24.507
H -30.510 29.405 24.837
H -29.532 28.264 23.898
C -35.984 26.563 16.814
S -37.301 25.706 17.729
O -36.802 24.361 18.159
C -37.212 26.769 19.206
H -35.126 26.662 17.473
H -36.358 27.572 16.633
H -35.824 26.004 15.899
H -37.626 26.236 20.057
H -37.768 27.673 18.961
H -36.173 27.011 19.437
C -35.088 31.446 14.206
S -34.645 29.893 13.353
O -33.673 30.287 12.283
C -33.693 29.115 14.678
H -35.804 31.969 13.577
H -34.132 31.967 14.253
H -35.535 31.254 15.179
H -33.080 29.800 15.272
H -33.027 28.395 14.210
H -34.374 28.662 15.399
C -32.386 24.532 27.336
O -32.065 24.116 26.242
N -32.688 25.816 27.645
C -32.877 26.216 29.028
C -32.879 26.786 26.583
H -32.463 23.877 28.225
H -32.245 25.649 29.703
H -33.936 26.151 29.296
H -32.618 27.274 29.095
H -32.695 26.351 25.604
H -33.933 27.084 26.550
H -32.222 27.645 26.714
O -31.535 33.858 16.564
C -32.633 34.302 16.780
O -32.887 35.603 16.973
C -31.801 36.524 16.777
C -32.146 37.775 17.558
C -33.829 33.440 17.069
H -31.645 36.713 15.715
H -30.883 36.081 17.165
H -33.104 38.188 17.233
H -31.410 38.555 17.353
H -32.215 37.599 18.629
H -33.540 32.395 16.964
H -34.686 33.606 16.416
H -34.156 33.603 18.097
O -39.027 33.100 16.348
C -38.577 33.499 17.391
O -37.614 32.888 18.081
C -37.038 31.682 17.559
C -37.875 30.471 17.922
C -39.089 34.710 18.145
H -36.074 31.617 18.062
H -36.871 31.769 16.487
H -37.267 29.570 17.876
H -38.776 30.391 17.310
H -38.270 30.559 18.936
H -38.243 35.308 18.476
H -39.707 34.311 18.947
H -39.681 35.312 17.462
O -37.697 30.601 21.332
C -36.501 30.455 21.348
O -35.865 29.383 21.807
C -36.660 28.320 22.381
C -35.711 27.280 22.930
C -35.542 31.555 20.948
H -37.326 27.918 21.622
H -37.186 28.792 23.212
H -35.172 27.769 23.750
H -34.937 26.984 22.223
H -36.247 26.457 23.396
H -36.093 32.164 20.231
H -34.618 31.185 20.512
H -35.362 32.187 21.816
O -24.889 32.106 17.498
C -25.428 31.466 18.366
O -26.740 31.323 18.509
C -27.598 32.089 17.639
C -28.986 32.016 18.237
C -24.666 30.756 19.461
H -27.542 31.756 16.604
H -27.212 33.113 17.651
H -29.312 30.976 18.174
H -29.689 32.584 17.625
H -28.999 32.346 19.273
H -24.538 29.701 19.194
H -25.205 30.800 20.402
H -23.649 31.136 19.483



no.,Kohn-Sham gap (eV),molar mass (g mol⁻¹)
1,9.1,109.132
2,10.7,104.173
3,10.3,105.137
4,8.9,413.861
5,8.6,106.005
6,8.6,1003.047